# C8H17ISi

A molecular structure, C8H17ISi in a non-equilibrium geometry (ωB97M-V/def2-TZVPD, the Open Molecules 2025 dataset).

Summary:
Energy above the lowest of the compared OMol25 structures with the same formula, charge and spin = 43.0 kcal per mole
Multiplicity = 1
E = -24548.11644 eV
HOMO energy = -0.3191 hartree
Charge = 0
Orbital gap = 0.3421 hartree

Structure (XYZ):
```
27
C8H17ISi (ωB97M-V/def2-TZVPD)
C 0.74 -1.66 -0.78
H -2.57 -2.66 -0.96
C -1.07 1.39 0.75
H 0.36 2.22 -1.81
H -1.39 -1.82 -2.24
H -0.06 4.70 -0.09
C 1.27 -0.93 2.26
H -0.12 4.63 -1.68
Si 1.55 -0.48 0.42
C 0.29 2.67 -0.88
C 0.40 1.71 0.39
H 0.22 -0.75 2.28
H -1.27 -3.64 -1.81
H -0.50 -3.11 0.35
H 0.77 2.30 1.27
H 1.35 -2.39 -1.20
H -1.10 -1.43 0.35
H -1.55 2.11 1.44
C -0.61 -2.25 -0.29
H -1.69 1.44 -0.12
C -1.56 -2.59 -1.43
C -0.05 3.98 -0.84
H 1.43 -2.00 2.22
H -1.19 0.32 1.08
H 1.77 -0.49 3.17
H 0.62 -1.08 -1.73
I 3.97 -0.20 -0.10
```

***

# C36H49BrCl6N4O3SiV

A molecular structure, C36H49BrCl6N4O3SiV in a non-equilibrium geometry (ωB97M-V/def2-TZVPD, the Open Molecules 2025 dataset).

Summary:
Energy above the lowest of the compared OMol25 structures with the same formula, charge and spin = 0.0 kcal per mole
Expectation value of S² = 2.032
Multiplicity = 3
E = -228969.61427 eV
HOMO energy (spin up / spin down) = -0.3921 / -0.3946 hartree
Charge = +1
Orbital gap (spin up / spin down) = 0.2737 / 0.2762 hartree

Structure (XYZ):
```
101
C36H49BrCl6N4O3SiV (ωB97M-V/def2-TZVPD)
H 3.74 -5.15 -4.79
O 3.40 -4.40 -4.29
N 1.35 1.00 -1.89
C -3.00 -3.19 -1.29
C 1.77 0.33 -4.13
H -2.84 -0.60 -1.97
H -3.60 -3.38 -2.18
C -1.70 4.25 2.28
C 2.85 -2.15 -0.18
H 3.43 -4.20 -0.28
C -3.64 -2.03 -0.52
H -4.28 0.00 -1.14
C 5.63 3.13 -1.75
C -1.81 5.72 2.62
Cl 3.02 3.71 -1.60
H -4.44 -1.26 -2.35
H 3.07 -2.05 -3.96
H -2.93 1.27 3.57
H 0.03 2.55 -1.59
C -3.80 -0.89 -1.54
H -5.61 -1.65 0.39
C -4.39 -0.92 3.07
H 0.66 6.30 3.18
H 0.49 5.98 4.92
H 2.26 -0.34 -4.83
C 5.40 0.79 -0.33
C -3.39 -0.24 2.12
C 4.40 2.65 -1.30
H -0.06 3.63 4.48
N 2.58 -1.01 -0.80
H -1.80 -2.13 3.93
C 1.95 0.18 -2.78
C 6.66 1.21 -0.75
C 2.61 -1.01 -2.15
H -5.17 -1.47 2.55
H 3.59 -5.37 -2.45
Br -0.80 -0.42 0.10
H 1.01 0.50 2.43
H -0.57 0.06 -6.43
H -1.81 -0.08 3.67
H -0.59 -3.38 3.66
C 0.72 1.48 -6.09
Cl 5.40 -0.63 0.72
C 3.23 -3.30 -0.85
V 2.22 0.89 -0.01
H 1.67 1.75 -6.55
H -2.29 3.66 2.98
H -3.65 -3.65 2.87
H -2.35 -4.84 2.87
C -5.04 -2.47 -0.05
C 6.77 2.39 -1.49
C -2.37 0.54 2.98
H -3.27 -4.54 1.40
H -0.44 2.87 -4.01
C 1.93 0.21 1.93
O -1.26 5.99 3.89
H -3.49 1.32 0.58
H -4.53 1.58 2.00
H -2.86 6.02 2.66
H -1.31 6.32 1.85
H -1.98 -2.95 -1.62
C 3.04 -2.09 -2.88
H -1.03 -4.13 0.15
C 3.90 -4.46 -2.97
H 2.77 -2.14 0.90
C -0.67 -3.69 1.08
H 1.44 4.00 3.61
C 0.25 2.11 -3.69
H 0.02 2.29 -6.30
C 0.13 5.70 3.93
C -1.77 -3.00 1.90
H 0.14 -3.00 0.82
Si -2.58 -1.54 0.98
H -0.33 -1.76 3.01
H -3.92 -1.61 3.77
N -0.28 3.87 2.41
H -2.96 -4.12 -0.72
C 4.20 1.45 -0.61
H -5.61 -2.82 -0.92
C -2.83 -4.05 2.27
Cl 5.75 4.62 -2.61
O 0.33 0.26 -6.70
C -1.09 -2.52 3.20
C 0.35 3.21 1.48
H 2.29 -0.75 2.31
H -1.65 1.08 2.36
Cl 8.09 0.33 -0.38
H -5.02 -3.29 0.67
C -4.14 0.82 1.30
C 3.38 -3.26 -2.21
C 0.38 4.23 3.68
Cl 8.30 2.94 -2.04
C 0.50 1.93 -2.34
H -5.00 0.42 0.77
H -0.24 -4.49 1.69
H 4.99 -4.41 -2.95
H -2.03 4.05 1.27
H -4.89 -0.15 3.67
N 0.93 2.62 0.67
C 0.92 1.32 -4.61
Cl 3.20 1.48 2.24
```

***

# C20H59NO9

9 unconnected molecules or ions with the total composition C20H59NO9 in a non-equilibrium geometry (ωB97M-V/def2-TZVPD, the Open Molecules 2025 dataset).

Summary:
Energy above the lowest of the compared OMol25 structures with the same formula, charge and spin = 59.2 kcal per mole
Multiplicity = 1
E = -41609.48607 eV
HOMO energy = -0.3575 hartree
SMILES = COC[C@H](C)N.CCO.CCO.CCO.CCO.CCO.CCO.CCO.CCO
Charge = 0
Orbital gap = 0.3697 hartree

Structure (XYZ):
```
89
C20H59NO9 (ωB97M-V/def2-TZVPD)
H -4.66 3.42 2.21
H 1.00 4.82 -4.55
H -3.64 -2.97 8.67
H 2.31 7.02 3.13
H -2.09 -6.27 -0.55
O -4.20 -0.99 -9.37
H -6.61 0.56 -7.07
C -5.25 -0.78 -8.47
H 1.93 0.43 3.61
H 0.89 -0.80 2.82
H 0.99 1.24 1.33
O 9.91 -2.39 -0.06
C 1.82 -0.23 2.75
H -0.27 -5.08 0.38
H 8.13 -1.40 -0.52
H 0.57 7.20 3.22
H -2.39 -7.11 2.38
O -6.12 2.88 -0.05
C 1.27 4.56 -5.57
H 6.68 0.63 6.58
H -3.03 -1.33 -6.96
O 0.53 9.74 2.02
C 1.50 7.75 3.14
H -2.55 -5.23 0.79
H 1.92 1.99 -6.01
H 8.34 1.05 6.22
H -0.32 9.59 1.60
C -4.39 -3.47 8.06
H 7.41 -1.83 6.90
C 8.05 -0.95 6.97
H -4.39 1.72 2.53
N -6.00 0.14 -6.39
H -5.99 -0.06 -8.84
C -3.92 -1.09 -6.38
H -4.24 0.69 -7.34
H -3.43 -7.70 1.13
H 2.44 8.96 1.53
H -1.69 -8.15 1.14
H -5.21 -2.31 -10.71
H -3.97 -3.31 7.07
H 6.74 -3.49 -0.49
C -4.83 -0.20 -7.14
H -3.59 -0.71 -5.42
H 0.49 4.10 -6.19
H -5.79 -1.72 -8.35
H -3.61 -5.31 8.67
H 1.73 8.41 3.98
C 7.72 -3.47 0.00
H 8.59 -1.04 8.87
H 8.97 -1.47 6.71
H 2.62 -0.98 2.73
C -5.04 2.42 2.01
H -6.18 2.63 -0.98
H 8.71 -2.59 -1.64
C -2.41 -7.36 1.32
O -0.61 -5.90 0.75
H -4.19 2.41 0.03
C -5.12 2.11 0.51
H -5.93 -2.54 9.34
H -5.25 -0.56 -11.12
C -1.99 -6.13 0.53
O -4.43 -4.88 8.40
H -5.72 -1.69 7.85
H 1.85 0.13 -0.42
O 2.06 2.35 -5.13
H -6.54 -0.67 -6.11
H -5.21 1.03 0.37
O 1.65 -0.34 0.39
H 10.36 -1.63 -0.42
H -3.81 -1.42 -11.36
H 3.04 3.62 -6.27
H 7.39 -0.04 5.11
H 8.23 -4.43 -0.12
H 3.17 3.85 -4.51
C -5.69 -2.69 8.29
C -4.66 -1.37 -10.69
H -6.51 -3.22 7.80
C 2.49 3.65 -5.34
C 7.60 0.25 6.14
O 8.08 -0.45 8.31
H 1.57 5.50 -6.03
H -4.48 -2.01 -6.21
H 2.79 1.10 1.36
H -6.07 2.38 2.37
C 1.84 0.57 1.43
H 1.06 8.00 1.02
C 1.46 8.59 1.85
C 8.61 -2.38 -0.58
H 7.45 -3.33 1.04
```

***

# C22H28FN3O

A single C22H28FN3O molecule (ωB97M-V/def2-TZVPD, the Open Molecules 2025 dataset).

Summary:
Energy above the lowest of the compared OMol25 structures with the same formula, charge and spin = 0.1 kcal per mole
Multiplicity = 1
E = -32504.39860 eV
HOMO energy = -0.2828 hartree
SMILES = CC(C)(C)CC(=O)Nc1ccccc1N1CCN(c2ccc(F)cc2)CC1
Charge = 0
Orbital gap = 0.3025 hartree

Structure (XYZ):
```
55
C22H28FN3O (ωB97M-V/def2-TZVPD)
N 3.02 -1.91 0.58
C 1.09 2.64 -1.51
C -2.27 0.99 0.81
H -1.51 -0.64 -0.15
C -4.21 0.10 -1.23
C -3.46 0.12 1.18
C 3.15 0.39 1.39
C -0.02 2.19 -0.81
H 1.90 -3.32 1.54
H -5.38 -1.71 0.43
C 4.97 1.77 0.71
C -5.74 -0.69 0.58
H -6.62 -0.54 -0.05
H 5.28 -1.29 -0.63
C 2.87 -2.60 -0.68
C 1.92 -2.22 1.46
C 5.50 0.74 -0.04
H -6.04 -0.59 1.62
N -1.34 0.34 0.06
H -4.42 2.48 0.23
H -0.20 -2.48 1.05
H 2.88 2.07 -2.53
H 0.87 -3.39 -1.07
H 1.20 3.69 -1.72
C 3.64 -0.67 0.63
H -5.99 1.92 -0.35
C -0.17 0.84 -0.53
H -5.62 1.88 1.37
H 3.09 -3.67 -0.53
H -5.07 0.17 -1.90
C 2.02 1.73 -1.96
H 3.41 2.43 2.01
N 0.66 -1.42 -0.52
H 6.42 0.88 -0.58
C 4.84 -0.47 -0.07
H -0.78 2.88 -0.49
H -3.78 0.41 2.19
C 1.42 -2.45 -1.21
H 2.23 0.29 1.95
O -2.17 2.15 1.16
H 2.65 -0.29 -2.01
H -3.49 0.85 -1.54
H 2.12 -1.82 2.45
C 0.57 -1.71 0.90
H 0.26 -0.81 1.43
H -3.17 -0.93 1.19
H 3.58 -2.21 -1.40
C 3.80 1.61 1.44
C 0.83 -0.08 -0.90
F 5.61 2.97 0.74
C 1.90 0.39 -1.66
H -3.77 -0.89 -1.36
C -4.65 0.32 0.22
H 1.41 -2.22 -2.28
C -5.21 1.74 0.38
```